Below is a cluster of 13 separate species, H26O13 in total in a non-equilibrium geometry, with properties calculated with ωB97M-V/def2-TZVPD.

XYZ file:
```
39
H26O13, DFT ωB97M-V/def2-TZVPD
H 0.191 0.113 -0.026
H -1.058 0.692 0.618
H -0.740 -0.838 2.676
H 0.777 -0.936 2.696
H -0.760 -2.269 -0.097
H -1.817 -3.240 0.403
H 1.044 -2.918 -1.222
H 2.355 -2.930 -1.991
H -1.659 1.417 -1.314
H -2.033 0.072 -1.915
H -4.893 0.988 0.180
H -5.327 2.073 1.152
H 1.906 3.179 -2.249
H 1.042 2.597 -3.356
H 4.848 -0.975 -1.362
H 4.579 -0.006 -0.223
H 2.816 1.901 4.321
H 2.954 2.058 2.816
H -4.824 -2.154 -1.218
H -3.635 -3.096 -1.114
H -1.204 4.312 0.243
H -0.193 5.313 -0.293
H 1.529 -2.700 1.150
H 0.139 -2.254 1.577
H 2.158 0.809 -1.172
H 2.004 -0.241 -0.084
O -0.471 0.804 -0.138
O 0.041 -0.652 2.142
O -1.476 -2.350 0.543
O 1.543 -3.435 -1.864
O -1.499 0.857 -2.082
O -5.620 1.243 0.760
O 1.885 2.472 -2.904
O 4.882 -0.903 -0.402
O 2.444 1.591 3.487
O -3.968 -2.253 -0.786
O -0.276 4.566 0.310
O 0.742 -3.006 1.615
O 1.575 0.100 -0.877
```

## Properties
**Electronic energy**: -27037.0856 eV
**ΔE to the lowest compared entry with this formula, charge and spin**: 112.1 kcal per mole
**Orbital gap**: 8.94 eV
**LUMO**: -0.0032 Eh